# 1
The following is a DFT calculation (the ωB97M-V functional and the def2-TZVPD basis) of a molecular structure, C50H51BiBrGeN10O2S2Se at a distorted geometry.

Structure (XYZ):
```
119
Properties=species:S:1:pos:R:3:forces:R:3:lowdin_charge:R:1
Bi -0.109842 0.477537 0.382802 0.3749 -0.5139 0.3862 1.817
N 1.965540 3.818531 4.034850 0.0625 0.0207 -0.2305 0.144
C 1.364997 3.089607 3.087376 -0.1714 0.0204 0.1450 -0.801
S 2.182151 2.316542 1.851945 -0.1576 0.0458 0.7066 0.748
N 0.000617 3.051754 3.155131 0.2830 0.0883 0.1085 0.037
N -1.674226 1.968537 1.812064 0.0126 0.2453 -0.2826 0.000
C -1.926490 3.204520 1.105772 0.0547 0.0867 0.1188 -0.219
C -2.671971 4.264287 1.824268 -0.0121 -0.1473 0.0186 -0.212
C -3.842338 3.952913 2.521583 -0.0657 -0.0533 0.0934 -0.050
C -4.525684 4.913256 3.256429 0.0356 -0.0172 0.0461 -0.087
C -4.053086 6.218772 3.310639 0.0285 -0.0387 -0.0278 -0.092
C -2.887444 6.546634 2.625714 -0.0613 -0.0234 0.0367 -0.079
C -2.205053 5.580573 1.899082 0.0706 0.0115 0.0540 -0.054
C -1.451304 3.327891 -0.177540 0.0707 -0.1468 -0.2924 -0.225
C -1.837797 4.446491 -1.027003 -0.0343 -0.0681 0.2250 -0.024
C -1.382726 4.575706 -2.287294 0.1075 -0.0483 -0.1219 -0.070
C -0.497176 3.597330 -2.834104 -0.0675 0.1759 -0.1405 -0.090
C -0.189734 2.536903 -2.059720 -0.1216 -0.0926 0.4487 -0.216
N -0.635758 2.354678 -0.770742 -0.0075 0.6959 -0.4040 -0.139
H 2.938229 4.035753 3.903988 0.0551 0.0000 0.0662 0.107
H 1.421712 4.403163 4.647502 -0.0346 0.0052 0.0468 0.122
H -4.226971 2.935806 2.493154 0.0148 0.0795 -0.0189 0.109
H -5.428331 4.640186 3.792480 0.0430 0.0235 -0.0619 0.103
H -4.585129 6.968617 3.884720 0.0484 -0.0394 -0.0496 0.103
H -2.499844 7.557907 2.675091 -0.0136 -0.0477 -0.0295 0.105
H -1.275445 5.836142 1.401887 -0.0480 -0.0032 -0.0128 0.119
H -2.540433 5.160685 -0.625753 0.0043 0.0303 0.0230 0.107
H -1.705874 5.410666 -2.898569 0.0053 -0.0259 0.0560 0.110
H -0.105280 3.675755 -3.838761 -0.0302 -0.0075 0.0529 0.101
H 0.441895 1.749824 -2.450028 -0.0097 -0.0204 0.0415 0.097
N 1.047169 -0.867979 4.249271 -0.0092 0.3150 -0.1559 0.136
C 1.641092 -1.644121 3.229127 0.0257 0.1830 0.0400 -0.323
C 2.631545 -2.545190 3.634684 0.0229 0.0447 0.1665 -0.023
C 3.273101 -3.304084 2.680378 0.1295 -0.1157 -0.0452 -0.055
C 2.911647 -3.161200 1.346287 0.0637 0.0896 0.3891 -0.034
C 1.895694 -2.276800 1.051241 0.6611 -0.4143 0.0999 -0.121
N 1.255401 -1.526863 1.964926 0.3032 0.1268 0.1850 0.080
C 0.346903 0.324672 4.181855 0.2236 -0.5074 0.3262 -0.324
C 0.243256 1.063552 5.436077 0.0220 -0.1868 0.1051 0.014
C -0.462816 2.198915 5.491519 0.0188 0.0736 -0.0651 -0.011
C -0.906097 2.868541 4.275818 -0.0213 -0.2031 -0.2397 -0.066
C -0.817163 1.931562 2.967941 -0.4845 0.1720 -0.0300 -0.454
N -0.297939 0.647569 3.122723 0.2012 0.1880 -0.1177 0.056
H 1.453747 -1.034400 5.150985 0.1125 -0.0587 0.1364 0.128
H 2.892432 -2.638732 4.684551 -0.0004 0.0475 -0.0858 0.118
H 4.049977 -4.001457 2.972822 -0.0288 0.0521 0.0257 0.117
H 3.401171 -3.720419 0.559228 -0.0772 0.0228 0.0228 0.116
H 1.552049 -2.168746 0.024352 0.5102 -0.5769 1.9878 0.046
H 0.593991 0.592833 6.349628 -0.0184 0.0070 -0.1027 0.119
H -0.755740 2.615556 6.449765 0.0700 0.0259 -0.0781 0.122
H -1.664603 3.631969 4.350209 -0.1528 0.0701 -0.0863 0.134
H -2.472664 1.348889 1.903591 0.0336 -0.0897 0.2508 0.102
Br 10.207465 -2.440470 -8.156821 0.0137 -0.0109 0.0177 0.753
C 8.785228 -2.072258 -6.968244 0.0418 -0.0704 -0.0430 -0.695
C 7.940658 -3.102325 -6.577916 -0.1105 -0.0449 0.0624 -0.119
C 6.885986 -2.829212 -5.724637 -0.1389 0.0259 0.0920 -0.021
C 6.678239 -1.530452 -5.260643 0.0987 -0.0208 -0.0703 -0.242
C 7.542566 -0.518446 -5.651592 -0.0179 0.1228 0.0145 -0.025
C 8.600935 -0.782730 -6.508970 -0.0410 0.1394 0.0582 -0.123
N 5.621631 -1.139815 -4.374051 0.9511 0.9673 -0.2859 0.056
N 4.806121 -2.017190 -4.136125 -0.8539 -1.0034 0.2496 0.060
C 3.729515 -1.729246 -3.264561 -0.2548 -0.0329 0.1518 -0.196
C 2.829836 -2.769621 -3.167153 0.1854 0.0028 -0.0942 -0.003
C 1.680398 -2.727127 -2.373455 -0.0925 -0.0008 0.1264 0.009
C 1.388149 -1.607531 -1.618421 -0.4237 0.4449 -1.4412 -0.430
O 0.338400 -1.520294 -0.845652 -0.8447 0.7703 -1.2728 -0.391
C 2.298969 -0.495754 -1.709226 0.0527 0.0862 -0.0011 -0.144
N 1.957058 0.601566 -0.980468 0.3785 0.1300 -0.0130 -0.033
C 2.743033 1.661932 -0.974073 -0.1506 -0.0957 -0.2987 -0.219
C 3.931170 1.700653 -1.705054 0.1207 0.0218 -0.0271 -0.018
C 4.292140 0.619501 -2.463281 -0.1265 -0.2003 -0.0128 0.028
C 3.469161 -0.537684 -2.504274 0.1444 0.1349 -0.0391 -0.057
H 8.110125 -4.107828 -6.940660 -0.0228 0.0459 0.0106 0.103
H 6.208305 -3.610535 -5.409645 0.0417 -0.0361 -0.0218 0.104
H 7.367807 0.487427 -5.287087 0.0357 -0.0525 -0.0021 0.112
H 9.275008 0.005023 -6.816019 -0.0336 -0.0024 -0.0014 0.103
H 3.049507 -3.654969 -3.752379 -0.0228 0.0240 0.0239 0.118
H 0.994613 -3.565665 -2.330006 0.0756 0.0107 -0.0160 0.122
H 2.416037 2.510691 -0.378339 0.0693 -0.1337 -0.4745 0.008
H 4.551845 2.586800 -1.666300 -0.0326 -0.0511 -0.0059 0.116
H 5.197432 0.625012 -3.042712 0.0833 0.0280 -0.0514 0.093
C -3.197291 -2.738826 3.482691 -0.0686 0.0451 0.0770 -0.218
S -1.712012 -1.995944 2.803817 -0.4051 0.2042 -0.5815 0.945
O -2.227436 -1.056009 1.718246 0.2351 -0.4218 0.4873 -0.662
C -1.114023 -3.470979 1.992274 0.0380 -0.1288 0.0327 -0.393
C -0.094444 -4.185085 2.608266 -0.1985 -0.1401 0.0879 -0.102
C 0.393326 -5.331833 1.996087 -0.1112 -0.0007 0.0264 -0.069
C -0.139437 -5.748409 0.781723 -0.0060 0.0315 -0.0087 -0.062
C -1.161914 -5.023338 0.176821 0.0596 -0.0702 -0.0140 -0.057
C -1.654666 -3.877158 0.781843 -0.0074 0.0707 -0.0154 -0.071
H -3.778010 -3.156460 2.659919 -0.0124 0.0067 0.0745 0.058
H -3.757145 -1.954579 3.996164 0.0465 -0.0759 -0.0490 0.060
H -2.901057 -3.519232 4.188195 -0.0505 0.0706 -0.0858 0.067
H 0.318971 -3.845375 3.555699 -0.1025 -0.1050 -0.1851 0.107
H 1.193266 -5.894030 2.463452 -0.0466 0.0239 -0.0268 0.113
H 0.245388 -6.642580 0.304325 -0.0309 0.0639 0.0234 0.110
H -1.577807 -5.353061 -0.769538 0.0485 0.0316 0.0837 0.113
H -2.438578 -3.293006 0.313160 0.0580 0.0248 0.0068 0.092
C -6.898776 0.401563 -2.041069 -0.0919 0.0040 0.0482 -0.220
Ge -5.501474 -0.670669 -1.211166 0.1258 -0.0014 -0.0327 0.763
C -5.088113 -2.226458 -2.328051 -0.0322 0.0418 -0.0792 -0.221
C -5.909391 -1.237883 0.611644 0.0019 -0.0289 0.0678 -0.207
C -3.894592 0.484748 -1.020752 0.1568 0.0473 0.0924 -0.516
Se -2.241861 -0.560330 -1.119372 -0.8339 -0.3375 -0.3903 0.901
C -1.896346 -0.172766 -2.986886 0.1578 -0.0529 0.0368 -0.309
H -7.823161 -0.174255 -2.125536 0.0513 0.0685 -0.0064 0.024
H -6.583913 0.698970 -3.043734 -0.0413 -0.0020 0.0590 0.023
H -7.100674 1.300798 -1.455627 -0.0087 -0.0467 -0.0553 0.023
H -5.657164 -3.093904 -1.986673 0.0254 0.0613 -0.0365 0.023
H -4.026522 -2.470721 -2.272349 -0.0396 -0.0642 -0.0028 -0.018
H -5.348124 -2.036475 -3.372644 0.0233 -0.0201 0.0912 0.025
H -6.535219 -2.132803 0.619435 0.0367 0.0710 0.0263 0.024
H -6.425792 -0.445702 1.159809 0.0507 -0.0664 -0.0288 0.025
H -4.964720 -1.455869 1.121580 -0.1091 -0.0016 -0.0235 -0.006
H -3.908828 0.968351 -0.038851 -0.0378 -0.0232 -0.1270 0.009
H -3.839310 1.265624 -1.781362 0.0486 0.0049 0.0835 0.029
H -2.765437 -0.501810 -3.551139 -0.0139 -0.0475 -0.0299 0.033
H -1.015777 -0.737928 -3.293888 -0.0622 0.0392 0.0400 0.036
H -1.738574 0.892939 -3.122744 -0.0218 0.0236 -0.0312 0.014
```
Positions in Å, forces in eV/Å.

Computed properties:
Charge: +1
Energy in Eh: -10697.05683

# 2
The following is a DFT calculation (the ωB97M-V functional and the def2-TZVPD basis) of 11 unconnected molecules or ions with the total composition C25H43BN11O at a distorted geometry.

Structure (XYZ):
```
81
Properties=species:S:1:pos:R:3:forces:R:3:lowdin_charge:R:1
C 5.127383 -1.212389 1.774140 -0.3123 0.9773 -0.7271 -0.056
B 3.600573 -1.894342 1.790082 1.4869 -1.1343 1.7911 -0.312
O 3.353874 -3.034222 2.707048 -0.7003 3.2197 -0.3931 0.022
C 2.458073 -1.229758 0.812070 0.6166 0.0926 -1.3558 -0.191
C 1.865921 -2.070806 -0.464453 -1.8869 0.9440 0.4951 -0.090
C 0.856219 -0.878514 -1.061254 1.3766 0.4624 -0.0524 -0.123
C 0.537224 0.090938 0.261999 -0.4231 0.7804 -0.5096 -0.113
N 1.159028 -0.700112 1.432144 -0.5482 -1.0072 -0.6841 0.022
H 5.885836 -1.839325 1.098567 -1.5551 1.3159 1.6475 0.099
H 5.546717 -1.013999 2.854853 -0.6635 -0.7965 -2.0914 0.085
H 5.053240 -0.138704 1.257713 0.3563 -2.2941 0.9373 0.066
H 3.113833 -2.718758 3.633218 0.6538 -0.7998 -1.6834 0.122
H 2.929610 -0.241659 0.396985 -0.7224 -1.8806 0.5716 0.151
H 1.107567 -2.902389 -0.066766 2.2463 1.2703 -0.8168 0.142
H 2.654606 -2.440041 -1.266142 -1.7600 0.7556 2.0082 0.142
H 1.612313 -0.315950 -1.792265 -2.2520 -0.7941 1.4613 0.133
H -0.127842 -1.216273 -1.601683 2.1013 0.6577 1.1195 0.121
H -0.578343 0.232985 0.586243 2.0281 -0.0783 -1.2584 0.118
H 1.108626 1.118256 0.182131 -1.3524 -2.1014 0.2169 0.152
H 0.439547 -1.474058 1.558063 1.4654 0.8369 0.3047 0.187
H 1.280298 -0.195022 2.340580 -0.2057 -0.3327 -1.1566 0.175
C -3.019804 3.054332 0.074776 0.4400 -1.0005 -0.8096 -0.121
C -2.614478 1.874752 -0.793982 2.0919 -6.3773 -4.6866 -0.206
N -2.278159 0.896147 -1.514657 -2.4423 7.6384 5.7913 0.084
H -2.398468 3.922441 -0.161807 -0.1048 -0.2489 -0.0898 0.062
H -4.068263 3.307105 -0.105379 0.1544 -0.1664 -0.0367 0.067
H -2.890885 2.801323 1.130696 -0.0776 -0.0848 -0.2973 0.037
C -3.178121 -2.038483 2.077466 -0.4950 1.3165 -0.2913 -0.090
C -3.723012 -0.630819 1.898550 -2.9198 7.7456 -1.0187 -0.186
N -4.174997 0.537006 1.750071 3.6793 -9.3335 1.2564 0.115
H -2.408171 -2.044293 2.853860 -0.2154 0.0482 -0.0014 0.069
H -3.984727 -2.715959 2.370772 0.2578 0.1938 -0.1053 0.023
H -2.740551 -2.390873 1.139406 -0.1671 0.1284 0.0294 0.074
C 4.672096 -1.823196 -4.035290 0.6123 0.2557 1.0319 -0.103
C 5.396768 -1.338261 -2.790250 3.9144 2.6480 6.7247 -0.199
N 5.998030 -0.935981 -1.757386 -4.9235 -3.2365 -8.0870 0.088
H 4.437635 -2.886925 -3.939614 0.1215 0.1289 0.1339 0.074
H 3.741761 -1.263898 -4.166738 0.2568 0.0352 0.0473 0.062
H 5.303726 -1.675566 -4.915546 -0.0813 0.1049 0.2695 0.057
C -6.265011 -3.147877 4.836318 0.9122 -0.6310 -0.5095 -0.055
C -5.147434 -3.958857 4.200888 5.9383 -4.4724 -3.3174 -0.198
N -4.220268 -4.631682 3.673802 -7.3418 5.3156 4.2454 0.089
H -5.864617 -2.214055 5.240431 0.0549 -0.1752 -0.1167 0.081
H -7.027685 -2.914200 4.088428 0.1769 -0.1255 0.0559 0.088
H -6.724969 -3.718695 5.647617 0.0723 -0.0171 -0.1768 0.042
C 3.619409 -0.192807 -8.252593 0.6767 0.4220 1.1042 -0.085
C 4.344080 0.292128 -7.007553 3.8772 2.6383 6.7483 -0.192
N 4.945342 0.694408 -5.974690 -4.7873 -3.2101 -8.1836 0.087
H 3.384947 -1.256536 -8.156918 0.0927 0.1700 0.0728 0.079
H 2.689073 0.366491 -8.384041 0.2172 -0.0265 0.0645 0.081
H 4.251038 -0.045177 -9.132850 -0.1500 -0.0018 0.2767 0.025
C 6.132706 1.384964 -12.100272 -1.0729 -0.5136 0.2923 -0.070
C 4.813428 0.736842 -11.713126 -7.1883 -3.5223 2.0464 -0.183
N 3.718986 0.199088 -11.391930 8.7778 4.3128 -2.6175 0.094
H 6.371848 1.150649 -13.141211 -0.1510 -0.0271 0.1784 0.080
H 6.062397 2.470210 -11.986638 -0.1089 -0.2057 0.0149 0.079
H 6.934523 1.010873 -11.457819 -0.2175 -0.0075 -0.0567 0.078
C -0.415355 5.731149 2.571868 -1.2607 -0.2011 -0.2607 -0.083
C -1.883456 5.478510 2.269725 -8.0605 -1.2661 -1.5862 -0.161
N -3.101383 5.268896 2.018991 9.8621 1.7481 2.1124 0.117
H -0.134664 6.735639 2.243451 -0.1575 -0.1610 0.0191 0.084
H -0.235818 5.644848 3.647012 -0.1121 -0.0239 -0.2011 0.073
H 0.204564 4.998847 2.047429 -0.1753 0.1157 0.0967 0.048
C 3.462457 1.751735 3.700286 -0.4077 1.2333 -0.2257 -0.072
C 2.917566 3.159400 3.521371 -3.0371 7.7778 -0.9875 -0.176
N 2.465581 4.327224 3.372891 3.6041 -9.4785 1.1627 0.117
H 4.232407 1.745925 4.476681 -0.1548 0.0617 -0.1242 0.090
H 2.655851 1.074259 3.993592 0.0253 0.1982 0.1037 0.063
H 3.900027 1.399346 2.762226 0.0104 0.1783 0.0912 0.056
C -5.832409 -6.315555 7.551153 -1.1505 0.3552 -0.2415 -0.078
C -7.251627 -5.861278 7.251333 -7.7499 2.4391 -1.6067 -0.215
N -8.429024 -5.484376 7.002674 9.4582 -2.9367 1.9352 0.095
H -5.850927 -7.276115 8.073290 -0.1150 0.1748 -0.0979 0.079
H -5.272119 -6.427732 6.618894 -0.1820 0.0357 0.0759 0.069
H -5.330006 -5.577056 8.181877 -0.1892 -0.0707 -0.0875 0.076
C -6.308786 5.395053 1.101380 -0.5570 -0.6766 -0.9570 -0.095
C -6.939859 4.657406 -0.068261 -3.4957 -4.0083 -6.3931 -0.219
N -7.463432 4.045517 -1.038630 4.2428 4.8624 7.7503 0.080
H -7.028045 5.479504 1.920636 0.0284 -0.0689 -0.2154 0.077
H -5.428971 4.850322 1.454663 -0.1934 0.1095 -0.1288 0.019
H -6.005049 6.398056 0.789403 -0.0625 -0.2097 -0.0405 0.077
```
Positions in Å, forces in eV/Å.

Computed properties:
Charge: +1
Energy in Eh: -1680.16246